Entry from OMol25: a cluster of 7 separate species, C55H68N6O15 in total (ωB97M-V with the def2-TZVPD basis set).

Structure (SMILES)   CCCCCCCCCCCCCCCOC(=O)OCCC.O=[N+]([O-])c1ccccc1.O=[N+]([O-])c1ccccc1.O=[N+]([O-])c1ccccc1.O=[N+]([O-])c1ccccc1.O=[N+]([O-])c1ccccc1.O=[N+]([O-])c1ccccc1
Max |F|   0.72 eV Å⁻¹
Orbital gap   9.24 eV
2S+1   1
Total energy   -3593.17768 Ha

Bonds (Å) are listed after each position.
Element x y z (Å)
1 C 2.4801 0.1770 2.8944  C2 1.534, H23 1.092, H24 1.093, H25 1.088
2 C 3.6980 1.0042 2.4630  C1 1.534, C3 1.543, H26 1.091, H27 1.091
3 C 4.9379 0.1286 2.1872  C2 1.543, C4 1.535, H28 1.094, H29 1.091
4 C 5.3021 0.0888 0.6965  C3 1.535, C5 1.519, H30 1.091, H31 1.096
5 C 6.6302 -0.5958 0.4213  C4 1.519, C6 1.532, H32 1.092, H33 1.093
6 C 6.8260 -0.9762 -1.0495  C5 1.532, C7 1.540, H34 1.090, H35 1.094
7 C 6.0003 -2.2273 -1.4019  C6 1.540, C8 1.543, H36 1.094, H37 1.091
8 C 5.5386 -2.3359 -2.8704  C7 1.543, C9 1.538, H38 1.091, H39 1.092
9 C 4.0513 -2.7208 -2.9441  C8 1.538, C10 1.528, H40 1.092, H41 1.091
10 C 3.5344 -3.1368 -4.3207  C9 1.528, C11 1.549, H42 1.091, H43 1.094
11 C 2.0130 -3.4222 -4.2681  C10 1.549, C12 1.543, H44 1.090, H45 1.091
12 C 1.1297 -2.1828 -4.5236  C11 1.543, C13 1.541, H46 1.090, H47 1.093
13 C -0.1126 -2.0314 -3.6244  C12 1.541, C14 1.530, H48 1.089, H49 1.093
14 C 0.1215 -1.9985 -2.1131  C13 1.530, C15 1.546, H50 1.089, H51 1.095
15 C 0.8874 -0.7574 -1.5992  C14 1.546, O16 1.436, H52 1.093, H53 1.087
16 O 0.9755 0.2584 -2.6097  C15 1.436, C17 1.342
17 C 0.0297 1.2097 -2.6331  O16 1.342, O18 1.198, O19 1.349
18 O -0.5347 1.5205 -3.6432  C17 1.198
19 O -0.2255 1.8299 -1.4625  C17 1.349, C20 1.451
20 C 0.9565 2.2870 -0.7565  O19 1.451, C21 1.522, H54 1.090, H55 1.086
21 C 0.7377 3.7384 -0.3531  C20 1.522, C22 1.526, H56 1.093, H57 1.090
22 C 0.1746 3.9480 1.0492  C21 1.526, H58 1.091, H59 1.091, H60 1.091
23 H 2.2860 -0.5965 2.1477  C1 1.092
24 H 1.5952 0.8174 2.9159  C1 1.093
25 H 2.6168 -0.2704 3.8764  C1 1.088
26 H 3.4257 1.5173 1.5389  C2 1.091
27 H 3.9216 1.7619 3.2151  C2 1.091
28 H 4.6981 -0.8914 2.5002  C3 1.094
29 H 5.7973 0.4555 2.7737  C3 1.091
30 H 5.3220 1.1109 0.3143  C4 1.091
31 H 4.4787 -0.4197 0.1818  C4 1.096
32 H 7.4310 0.0768 0.7371  C5 1.092
33 H 6.7119 -1.5089 1.0174  C5 1.093
34 H 6.5641 -0.1549 -1.7172  C6 1.090
35 H 7.8841 -1.2108 -1.1985  C6 1.094
36 H 5.1128 -2.2022 -0.7631  C7 1.094
37 H 6.5617 -3.1184 -1.1173  C7 1.091
38 H 6.1453 -3.0591 -3.4165  C8 1.091
39 H 5.6429 -1.3608 -3.3504  C8 1.092
40 H 3.8488 -3.5190 -2.2274  C9 1.092
41 H 3.4943 -1.8234 -2.6701  C9 1.091
42 H 4.0869 -3.9951 -4.7052  C10 1.091
43 H 3.7100 -2.3029 -5.0065  C10 1.094
44 H 1.8091 -3.8669 -3.2939  C11 1.090
45 H 1.7814 -4.1847 -5.0137  C11 1.091
46 H 1.7102 -1.2600 -4.4954  C12 1.090
47 H 0.7608 -2.2631 -5.5497  C12 1.093
48 H -0.6485 -1.1314 -3.9237  C13 1.089
49 H -0.7604 -2.8857 -3.8343  C13 1.093
50 H 0.6256 -2.8928 -1.7492  C14 1.089
51 H -0.8604 -1.9997 -1.6288  C14 1.095
52 H 0.4135 -0.3645 -0.6962  C15 1.093
53 H 1.8957 -1.0302 -1.2986  C15 1.087
54 H 1.0972 1.6730 0.1334  C20 1.090
55 H 1.8255 2.2068 -1.4036  C20 1.086
56 H 0.0519 4.1960 -1.0708  C21 1.093
57 H 1.6767 4.2866 -0.4350  C21 1.090
58 H -0.1881 4.9737 1.1364  C22 1.091
59 H 0.9478 3.8175 1.8072  C22 1.091
60 H -0.6520 3.2745 1.2796  C22 1.091
61 O 0.1389 -3.8505 0.7029  N62 1.214
62 N -0.7945 -4.5449 0.3568  O61 1.214, O63 1.216, C64 1.470
63 O -0.7080 -5.4571 -0.4422  N62 1.216
64 C -2.1129 -4.2790 0.9495  N62 1.470, C65 1.382, C69 1.384
65 C -2.2578 -3.2021 1.8038  C64 1.382, C66 1.385, H70 1.080
66 C -3.5088 -2.9490 2.3426  C65 1.385, C67 1.390, H71 1.081
67 C -4.5834 -3.7725 2.0296  C66 1.390, C68 1.388, H72 1.082
68 C -4.4133 -4.8578 1.1804  C67 1.388, C69 1.384, H73 1.080
69 C -3.1685 -5.1163 0.6325  C64 1.384, C68 1.384, H74 1.079
70 H -1.4146 -2.5696 2.0414  C65 1.080
71 H -3.6463 -2.1089 3.0084  C66 1.081
72 H -5.5576 -3.5688 2.4550  C67 1.082
73 H -5.2469 -5.5046 0.9486  C68 1.080
74 H -3.0249 -5.9591 -0.0260  C69 1.079
75 O 4.3783 3.9440 -0.5181  N76 1.215
76 N 4.3829 5.1504 -0.3732  O75 1.215, O77 1.213, C78 1.471
77 O 4.1590 5.7166 0.6761  N76 1.213
78 C 4.6553 5.9798 -1.5572  N76 1.471, C79 1.383, C83 1.382
79 C 4.8698 5.3576 -2.7730  C78 1.383, C80 1.385, H84 1.080
80 C 5.1069 6.1438 -3.8883  C79 1.385, C81 1.389, H85 1.081
81 C 5.1284 7.5274 -3.7733  C80 1.389, C82 1.389, H86 1.082
82 C 4.9161 8.1311 -2.5408  C81 1.389, C83 1.385, H87 1.081
83 C 4.6761 7.3550 -1.4191  C78 1.382, C82 1.385, H88 1.079
84 H 4.8509 4.2810 -2.8501  C79 1.080
85 H 5.2727 5.6755 -4.8483  C80 1.081
86 H 5.3096 8.1377 -4.6478  C81 1.082
87 H 4.9343 9.2083 -2.4532  C82 1.081
88 H 4.5067 7.8129 -0.4564  C83 1.079
89 O -4.0671 8.9271 -1.8122  N90 1.213
90 N -3.1495 8.1917 -2.1102  O89 1.213, O91 1.214, C92 1.473
91 O -2.0296 8.5641 -2.3932  N90 1.214
92 C -3.4106 6.7424 -2.1222  N90 1.473, C93 1.382, C97 1.382
93 C -4.6826 6.2896 -1.8272  C92 1.382, C94 1.386, H98 1.079
94 C -4.9235 4.9252 -1.8486  C93 1.386, C95 1.389, H99 1.081
95 C -3.8986 4.0409 -2.1597  C94 1.389, C96 1.388, H100 1.082
96 C -2.6270 4.5166 -2.4498  C95 1.388, C97 1.385, H101 1.083
97 C -2.3766 5.8792 -2.4332  C92 1.382, C96 1.385, H102 1.080
98 H -5.4703 6.9867 -1.5851  C93 1.079
99 H -5.9132 4.5530 -1.6230  C94 1.081
100 H -4.0898 2.9762 -2.1785  C95 1.082
101 H -1.8306 3.8238 -2.6911  C96 1.083
102 H -1.3925 6.2620 -2.6584  C97 1.080
103 O -7.0233 -8.1629 3.9485  N104 1.211
104 N -6.0630 -7.4244 3.9495  O103 1.211, O105 1.215, C106 1.472
105 O -5.3067 -7.2669 3.0122  N104 1.215
106 C -5.7935 -6.6448 5.1692  N104 1.472, C107 1.382, C111 1.383
107 C -6.6140 -6.8146 6.2681  C106 1.382, C108 1.385, H112 1.080
108 C -6.3501 -6.0805 7.4129  C107 1.385, C109 1.389, H113 1.081
109 C -5.2824 -5.1930 7.4416  C108 1.389, C110 1.389, H114 1.082
110 C -4.4741 -5.0339 6.3237  C109 1.389, C111 1.385, H115 1.081
111 C -4.7263 -5.7655 5.1747  C106 1.383, C110 1.385, H116 1.080
112 H -7.4428 -7.5053 6.2324  C107 1.080
113 H -6.9792 -6.2018 8.2836  C108 1.081
114 H -5.0793 -4.6232 8.3385  C109 1.082
115 H -3.6454 -4.3398 6.3461  C110 1.081
116 H -4.1048 -5.6505 4.2988  C111 1.080
117 O -2.1215 1.6979 5.4742  N118 1.216
118 N -1.6242 2.2236 6.4508  O117 1.216, O119 1.213, C120 1.470
119 O -1.8351 1.8858 7.5970  N118 1.213
120 C -0.6989 3.3432 6.2215  N118 1.470, C121 1.383, C125 1.382
121 C -0.4605 3.7576 4.9235  C120 1.383, C122 1.384, H126 1.079
122 C 0.3989 4.8226 4.7161  C121 1.384, C123 1.389, H127 1.080
123 C 1.0045 5.4503 5.7974  C122 1.389, C124 1.388, H128 1.082
124 C 0.7571 5.0129 7.0912  C123 1.388, C125 1.385, H129 1.081
125 C -0.1030 3.9496 7.3111  C120 1.382, C124 1.385, H130 1.079
126 H -0.9363 3.2617 4.0911  C121 1.079
127 H 0.5986 5.1670 3.7117  C122 1.080
128 H 1.6728 6.2843 5.6294  C123 1.082
129 H 1.2322 5.5012 7.9304  C124 1.081
130 H -0.3065 3.6008 8.3121  C125 1.079
131 O -5.2734 -6.5909 -6.1211  N132 1.213
132 N -5.6102 -5.4444 -5.9136  O131 1.213, O133 1.213, C134 1.473
133 O -6.4607 -4.8480 -6.5401  N132 1.213
134 C -4.9394 -4.7239 -4.8176  N132 1.473, C135 1.382, C139 1.382
135 C -3.9462 -5.3678 -4.1033  C134 1.382, C136 1.385, H140 1.080
136 C -3.3086 -4.6804 -3.0836  C135 1.385, C137 1.389, H141 1.083
137 C -3.6765 -3.3738 -2.7895  C136 1.389, C138 1.388, H142 1.082
138 C -4.6807 -2.7483 -3.5152  C137 1.388, C139 1.386, H143 1.081
139 C -5.3199 -3.4245 -4.5418  C134 1.382, C138 1.386, H144 1.079
140 H -3.6728 -6.3851 -4.3393  C135 1.080
141 H -2.5240 -5.1647 -2.5156  C136 1.083
142 H -3.1766 -2.8402 -1.9920  C137 1.082
143 H -4.9643 -1.7306 -3.2850  C138 1.081
144 H -6.1002 -2.9487 -5.1161  C139 1.079